No. 1
{"formula": "C66H60AsIN2O3P2PtS3", "method": "the ωB97M-V functional and the def2-TZVPD basis", "elements": ["Pt", "C", "C", "N", "C", "C", "C", "O", "C", "C", "N", "C", "C", "C", "C", "C", "C", "I", "C", "O", "H", "H", "H", "H", "H", "H", "H", "H", "H", "H", "H", "H", "O", "S", "C", "C", "C", "C", "C", "C", "C", "C", "C", "C", "C", "C", "C", "C", "H", "H", "H", "H", "H", "H", "H", "H", "H", "H", "H", "H", "H", "H", "S", "P", "S", "C", "C", "C", "C", "C", "C", "C", "C", "C", "C", "C", "C", "H", "H", "H", "H", "H", "H", "H", "H", "H", "H", "C", "C", "As", "C", "C", "C", "C", "C", "C", "C", "C", "C", "C", "C", "C", "P", "C", "C", "C", "C", "C", "C", "C", "C", "C", "C", "C", "C", "H", "H", "H", "H", "H", "H", "H", "H", "H", "H", "H", "H", "H", "H", "H", "H", "H", "H", "H", "H", "H", "H", "H", "H"], "coordinates": [[-2.417, 1.054, -0.333], [-0.184, 1.274, 3.503], [-0.797, -0.091, 3.427], [-0.363, -1.029, 4.257], [-1.049, -2.169, 4.373], [-2.187, -2.449, 3.642], [-2.863, -3.756, 3.953], [-2.241, -4.786, 3.170], [-2.570, -1.541, 2.638], [-3.070, -1.655, 0.071], [-3.543, -0.520, -0.601], [-4.750, -0.510, -1.278], [-5.484, -1.682, -1.534], [-6.706, -1.659, -2.180], [-7.262, -0.462, -2.615], [-6.556, 0.708, -2.402], [-5.329, 0.672, -1.757], [-4.342, 2.509, -1.482], [-1.910, -0.294, 2.559], [-2.288, 0.728, 1.824], [0.780, 1.228, 4.011], [-0.847, 1.930, 4.074], [-0.072, 1.711, 2.515], [-0.671, -2.885, 5.098], [-3.932, -3.707, 3.734], [-2.749, -3.964, 5.017], [-2.461, -5.646, 3.545], [-3.313, -2.568, -0.469], [-5.093, -2.638, -1.213], [-7.229, -2.592, -2.347], [-8.218, -0.438, -3.118], [-6.960, 1.655, -2.737], [-1.166, 2.735, -0.257], [-0.154, 3.289, -1.271], [-0.282, 5.088, -1.074], [-1.689, 5.600, -1.142], [-2.556, 5.411, -0.066], [-3.837, 5.946, -0.099], [-4.265, 6.668, -1.207], [-3.415, 6.837, -2.292], [-2.136, 6.298, -2.261], [-0.891, 3.151, -2.932], [0.227, 3.224, -3.944], [1.356, 2.412, -3.822], [2.379, 2.480, -4.754], [2.289, 3.368, -5.820], [1.177, 4.186, -5.943], [0.153, 4.118, -5.007], [0.356, 5.480, -1.871], [0.188, 5.288, -0.111], [-2.214, 4.869, 0.807], [-4.495, 5.820, 0.752], [-5.253, 7.112, -1.217], [-3.740, 7.407, -3.153], [-1.464, 6.461, -3.099], [-1.620, 3.949, -3.069], [-1.401, 2.185, -2.935], [1.437, 1.721, -2.988], [3.247, 1.842, -4.645], [3.087, 3.423, -6.548], [1.102, 4.880, -6.771], [-0.724, 4.747, -5.121], [2.778, 3.465, -0.380], [3.237, 1.687, 0.313], [1.498, 0.595, 0.558], [4.130, 1.834, 1.881], [4.760, 3.032, 2.202], [5.433, 3.151, 3.413], [5.479, 2.083, 4.296], [4.854, 0.885, 3.974], [4.174, 0.765, 2.774], [4.312, 0.871, -0.879], [5.677, 1.150, -0.860], [6.493, 0.643, -1.861], [5.945, -0.108, -2.892], [4.583, -0.381, -2.914], [3.763, 0.099, -1.903], [4.712, 3.870, 1.521], [5.912, 4.088, 3.666], [5.998, 2.186, 5.240], [4.885, 0.049, 4.662], [3.658, -0.152, 2.534], [6.096, 1.757, -0.066], [7.555, 0.852, -1.845], [6.586, -0.498, -3.674], [4.155, -0.961, -3.722], [2.705, -0.137, -1.902], [-0.719, -3.287, 0.537], [0.450, -3.365, 1.516], [1.757, -1.876, 1.635], [2.721, -2.467, 3.206], [2.666, -1.772, 4.410], [3.232, -2.331, 5.547], [3.835, -3.580, 5.480], [3.907, -4.258, 4.268], [3.365, -3.700, 3.121], [3.006, -2.391, 0.266], [4.370, -2.190, 0.473], [5.289, -2.655, -0.455], [4.850, -3.316, -1.596], [3.490, -3.485, -1.823], [2.568, -3.011, -0.902], [-1.178, -1.553, 0.038], [-3.725, -1.778, 1.642], [-4.323, -3.112, 1.610], [-5.672, -3.334, 1.603], [-6.554, -2.263, 1.738], [-6.067, -0.962, 1.911], [-4.727, -0.726, 1.887], [-1.080, -1.685, -1.798], [-0.690, -0.545, -2.503], [-0.583, -0.559, -3.887], [-0.861, -1.724, -4.588], [-1.253, -2.866, -3.902], [-1.366, -2.846, -2.518], [-1.584, -3.776, 0.981], [-0.451, -3.823, -0.370], [1.089, -4.217, 1.282], [0.080, -3.496, 2.531], [2.179, -0.808, 4.461], [3.194, -1.793, 6.485], [4.261, -4.022, 6.371], [4.390, -5.224, 4.211], [3.469, -4.214, 2.174], [4.723, -1.691, 1.368], [6.348, -2.513, -0.283], [5.570, -3.697, -2.309], [3.145, -4.001, -2.710], [1.508, -3.125, -1.101], [-3.647, -3.948, 1.463], [-6.055, -4.342, 1.504], [-7.624, -2.443, 1.724], [-6.757, -0.148, 2.089], [-4.345, 0.269, 2.081], [-0.408, 0.341, -1.941], [-0.270, 0.331, -4.422], [-0.760, -1.745, -5.665], [-1.471, -3.777, -4.445], [-1.686, -3.752, -2.015]], "e_lumo_ev": [-7.08, -7.08], "molar_mass_g_mol": 1484.3, "largest_force_ev_per_a": 1.8, "homo_energy_ev": [-11.725, -11.727], "multiplicity": 1, "total_charge": 2}

No. 2
{"formula": "C3H5Cl2N", "method": "the ωB97M-V functional and the def2-TZVPD basis", "elements": ["C", "C", "C", "N", "Cl", "Cl", "H", "H", "H", "H", "H"], "coordinates": [[0.789, 1.416, -0.830], [0.490, 1.377, -2.099], [-1.289, -1.794, 1.958], [-0.649, -0.736, 1.666], [1.364, 0.570, -3.368], [1.082, -1.041, 1.112], [0.184, 1.938, -0.068], [-0.435, 1.724, -2.509], [-0.887, -2.748, 2.156], [-2.271, -1.805, 2.416], [1.623, 1.097, -0.434]], "smiles": "C=CCl.C=NCl", "e_lumo_ev": 0.29, "molar_mass_g_mol": 126.0, "largest_force_ev_per_a": 5.0, "homo_energy_ev": -9.558, "multiplicity": 1, "total_charge": 0}

No. 3
{"formula": "C3H9NOS", "method": "the ωB97M-V functional and the def2-TZVPD basis", "elements": ["C", "S", "C", "H", "H", "H", "H", "H", "H", "C", "N", "O", "H", "H", "H"], "coordinates": [[-1.374, 0.108, 0.928], [-2.330, -0.704, -0.437], [-2.228, -2.381, 0.248], [-1.855, 1.073, 1.112], [-1.131, -0.606, 1.691], [-0.480, 0.475, 0.408], [-2.230, -2.986, -0.672], [-3.102, -2.634, 0.826], [-1.303, -2.646, 0.762], [2.977, 1.120, -0.961], [2.360, 2.338, -0.893], [4.011, 0.859, -0.410], [2.386, 0.409, -1.562], [1.401, 2.552, -0.679], [2.897, 3.021, -0.360]], "smiles": "NC=O.CSC", "e_lumo_ev": 0.60, "molar_mass_g_mol": 107.2, "largest_force_ev_per_a": 3.0, "homo_energy_ev": -8.608, "multiplicity": 1, "total_charge": 0}

No. 4
{"formula": "C7H15N", "method": "the ωB97M-V functional and the def2-TZVPD basis", "elements": ["C", "C", "C", "C", "C", "N", "C", "C", "H", "H", "H", "H", "H", "H", "H", "H", "H", "H", "H", "H", "H", "H", "H"], "coordinates": [[0.445, 0.149, -2.885], [0.365, -1.282, -2.343], [1.271, -1.376, -1.104], [0.328, -1.413, 0.118], [-0.210, -0.242, 0.505], [-1.344, -0.062, 1.280], [-1.380, 1.195, 2.065], [-0.081, 1.632, 2.762], [1.496, 0.522, -2.896], [-0.118, 0.263, -3.883], [0.041, 0.811, -2.104], [-0.675, -1.470, -1.955], [0.422, -2.056, -3.174], [1.838, -2.308, -1.052], [2.047, -0.579, -0.956], [0.277, -2.436, 0.492], [0.204, 0.698, 0.139], [-1.596, -0.835, 1.883], [-1.861, 1.890, 1.342], [-2.150, 1.385, 2.833], [0.809, 1.712, 2.171], [0.050, 1.082, 3.701], [-0.178, 2.720, 3.062]], "smiles": "CCC/C=C/NCC", "e_lumo_ev": 1.11, "molar_mass_g_mol": 113.2, "largest_force_ev_per_a": 2.3, "homo_energy_ev": -7.744, "multiplicity": 1, "total_charge": 0}

No. 5
{"formula": "CHLiOPd", "method": "the ωB97M-V functional and the def2-TZVPD basis", "elements": ["H", "O", "C", "Pd", "Li"], "coordinates": [[-1.180, -1.029, -0.229], [0.225, 0.609, 0.595], [-0.045, -0.041, -0.633], [0.600, -1.112, 0.829], [0.400, 1.573, -0.562]], "e_lumo_ev": [-0.29, -0.62], "molar_mass_g_mol": 142.4, "largest_force_ev_per_a": 9.2, "homo_energy_ev": [-5.534, -8.219], "multiplicity": 3, "total_charge": 0, "s2": 2.01}

No. 6
{"formula": "C5H9N", "method": "the ωB97M-V functional and the def2-TZVPD basis", "elements": ["C", "C", "C", "N", "C", "C", "H", "H", "H", "H", "H", "H", "H", "H", "H"], "coordinates": [[-0.964, 1.122, 0.939], [-2.280, -0.339, -0.617], [-1.503, -0.187, 0.449], [1.308, -1.106, -0.239], [2.776, -0.709, -0.156], [1.704, -0.181, -0.980], [-1.300, 1.948, 0.304], [-1.311, 1.311, 1.960], [-2.633, -1.321, -0.917], [-2.610, 0.518, -1.202], [-1.178, -1.073, 0.991], [3.095, -0.227, 0.768], [3.481, -1.415, -0.592], [1.286, 0.544, -1.674], [0.129, 1.116, 0.966]], "smiles": "C1=NC1.C=CC", "e_lumo_ev": 1.09, "molar_mass_g_mol": 83.1, "largest_force_ev_per_a": 0.5, "homo_energy_ev": -9.405, "multiplicity": 1, "total_charge": 0}

No. 7
{"formula": "C5H7N6O", "method": "the ωB97M-V functional and the def2-TZVPD basis", "elements": ["C", "C", "C", "C", "C", "N", "N", "N", "N", "N", "N", "O", "H", "H", "H", "H", "H", "H", "H"], "coordinates": [[1.977, -2.539, -1.067], [2.773, -1.727, 0.717], [-1.647, 0.096, -0.870], [1.026, -0.011, 0.905], [-2.588, 1.676, 0.309], [2.995, -2.624, -0.146], [1.125, -1.609, -0.816], [-2.744, 0.434, -0.301], [1.567, -1.026, 0.338], [-0.603, 0.947, -0.772], [-1.059, 2.013, 0.037], [0.875, 0.806, 1.716], [1.907, -3.189, -1.916], [3.340, -1.473, 1.588], [-1.524, -0.822, -1.413], [-3.198, 2.450, -0.159], [-2.793, 1.637, 1.380], [-0.935, 2.911, -0.442], [-0.495, 2.051, 0.912]], "e_lumo_ev": [-5.32, -5.32], "molar_mass_g_mol": 167.2, "largest_force_ev_per_a": 3.6, "homo_energy_ev": [-12.384, -12.387], "multiplicity": 1, "total_charge": 1}

No. 8
{"formula": "C27H39N3O2", "method": "the ωB97M-V functional and the def2-TZVPD basis", "elements": ["C", "H", "O", "C", "C", "C", "C", "C", "C", "H", "C", "N", "C", "C", "N", "C", "H", "C", "C", "H", "H", "C", "O", "H", "H", "H", "H", "H", "C", "C", "C", "N", "C", "C", "C", "C", "C", "C", "C", "H", "H", "H", "C", "H", "H", "H", "H", "H", "H", "C", "C", "H", "H", "H", "H", "H", "H", "H", "H", "H", "H", "H", "H", "H", "H", "H", "H", "H", "H", "H", "H"], "coordinates": [[0.830, 4.845, -6.375], [0.444, 5.582, -5.664], [2.206, 4.619, -6.189], [2.622, 4.093, -5.004], [3.993, 3.847, -4.896], [4.511, 3.321, -3.732], [3.676, 3.020, -2.665], [2.314, 3.253, -2.765], [1.792, 3.800, -3.931], [0.728, 3.973, -3.973], [1.376, 2.940, -1.624], [0.175, 2.258, -2.094], [-1.041, 2.683, -1.430], [-1.159, 2.143, 0.001], [-1.118, 0.695, -0.044], [0.129, 0.249, -0.637], [0.134, -0.840, -0.674], [0.221, 0.798, -2.072], [1.426, 0.233, -2.821], [1.500, -0.838, -2.629], [2.347, 0.694, -2.462], [1.309, 0.471, -4.331], [2.531, 0.306, -5.009], [3.142, 0.987, -4.704], [0.906, 1.476, -4.503], [0.626, -0.258, -4.775], [-0.688, 0.469, -2.594], [1.008, 0.578, -0.056], [-1.503, 0.047, 1.201], [-1.963, -1.393, 0.961], [-2.483, -1.984, 2.269], [-1.433, -1.955, 3.271], [-1.612, -2.837, 4.359], [-1.978, -2.384, 5.623], [-2.141, -3.274, 6.667], [-1.953, -4.626, 6.457], [-1.568, -5.100, 5.210], [-1.374, -4.205, 4.158], [-0.877, -4.700, 2.832], [-0.066, -5.412, 2.975], [-1.667, -5.205, 2.275], [-0.509, -3.867, 2.241], [-1.347, -6.570, 5.009], [-1.653, -7.125, 5.892], [-1.916, -6.934, 4.154], [-0.294, -6.779, 4.823], [-2.098, -5.322, 7.271], [-2.429, -2.911, 7.643], [-2.151, -1.332, 5.791], [-1.037, -0.597, 3.573], [-0.444, 0.035, 2.315], [0.418, -0.553, 1.999], [-0.113, 1.051, 2.539], [-0.286, -0.623, 4.366], [-1.887, 0.023, 3.913], [-2.805, -3.015, 2.118], [-3.360, -1.403, 2.607], [-1.129, -2.000, 0.609], [-2.745, -1.407, 0.202], [-2.371, 0.610, 1.569], [-2.113, 2.458, 0.430], [-0.346, 2.567, 0.620], [-1.088, 3.774, -1.424], [-1.884, 2.303, -2.013], [1.071, 3.891, -1.175], [1.917, 2.378, -0.851], [4.091, 2.605, -1.757], [5.572, 3.137, -3.653], [4.626, 4.081, -5.738], [0.731, 5.236, -7.387], [0.255, 3.918, -6.287]], "smiles": "COc1cccc(CN2CCN(C3CCN(c4cccc(C)c4C)CC3)C[C@@H]2CCO)c1", "e_lumo_ev": 0.75, "molar_mass_g_mol": 437.6, "largest_force_ev_per_a": 0.6, "homo_energy_ev": -8.061, "multiplicity": 1, "total_charge": 0}